1.
{
  "formula": "C22H45ClNO6PS4",
  "method": "the ωB97M-V functional and the def2-TZVPD basis",
  "total_energy_ev": -102466.55031,
  "homo_energy_ev": -8.34,
  "symbols": ["C", "C", "C", "C", "C", "P", "N", "C", "O", "C", "C", "C", "C", "C", "C", "C", "Cl", "C", "O", "H", "H", "H", "H", "H", "H", "H", "H", "H", "H", "H", "H", "H", "H", "H", "H", "H", "H", "H", "H", "H", "C", "S", "O", "C", "H", "H", "H", "H", "H", "H", "C", "S", "O", "C", "H", "H", "H", "H", "H", "H", "C", "S", "O", "C", "H", "H", "H", "H", "H", "H", "C", "S", "O", "C", "H", "H", "H", "H", "H", "H"],
  "xyz": [[2.27004, -4.36629, -4.32203], [2.10885, -3.34378, -3.19618], [1.06971, -3.84685, -2.20212], [0.65422, -2.78714, -1.23635], [-0.39868, -1.97179, -1.40344], [-1.49115, -1.95816, -2.85181], [-1.05355, -0.86840, -3.89978], [-0.68710, -0.94624, -0.36675], [-1.76091, -0.34126, -0.40129], [0.29961, -0.68246, 0.71805], [-0.00659, 0.53195, 1.52786], [-0.08072, 1.81234, 0.66777], [1.33620, -1.51244, 0.90625], [2.33805, -1.36753, 2.02019], [2.66428, -2.67485, 2.79926], [4.08165, -3.18678, 2.58793], [2.44408, -2.34643, 4.55794], [1.54177, -2.62438, -0.04547], [2.46347, -3.42338, 0.08949], [1.35785, -4.41056, -4.90959], [3.11867, -4.14053, -4.95086], [2.40016, -5.34943, -3.87664], [3.07957, -3.24223, -2.72131], [1.85410, -2.36909, -3.60205], [1.49837, -4.67245, -1.64784], [0.20658, -4.21261, -2.74258], [-2.77948, -1.69095, -2.35285], [-1.51202, -3.22303, -3.46434], [-0.22639, -0.37970, -3.57819], [0.73208, 0.73944, 2.28472], [-0.99358, 0.38166, 1.95484], [0.87009, 2.33115, 0.72189], [-0.28648, 1.60346, -0.37302], [-0.83132, 2.49484, 1.04283], [2.01070, -0.65839, 2.76246], [3.24934, -0.96025, 1.59631], [1.93917, -3.42446, 2.52499], [4.74713, -2.39136, 2.27890], [4.46132, -3.64114, 3.49441], [4.10293, -3.94694, 1.82260], [2.84301, 4.28639, 2.46615], [3.81362, 2.79235, 2.69467], [2.98570, 1.66433, 2.19033], [3.69625, 2.75789, 4.48644], [2.75350, 4.46523, 1.39691], [1.85203, 4.14990, 2.89966], [3.35578, 5.12553, 2.93601], [2.64785, 2.72659, 4.78327], [4.18518, 3.64080, 4.89775], [4.20453, 1.86196, 4.83632], [-3.86491, 2.38005, 3.06143], [-3.89185, 3.59506, 1.73728], [-2.48237, 3.99775, 1.50356], [-4.67718, 4.90172, 2.68795], [-3.36604, 1.48974, 2.68284], [-3.31326, 2.77834, 3.91314], [-4.88722, 2.13328, 3.34910], [-4.07076, 5.13410, 3.56350], [-5.67474, 4.58035, 2.98686], [-4.75224, 5.77841, 2.04873], [-5.42311, -0.86188, 1.12931], [-6.35226, -1.36531, -0.31630], [-7.78890, -1.39162, 0.05386], [-5.77093, -3.06803, -0.29928], [-5.66257, 0.17956, 1.33595], [-5.70114, -1.47944, 1.98410], [-4.35666, -0.95402, 0.91829], [-6.04279, -3.53700, 0.64636], [-4.68942, -3.08176, -0.43706], [-6.25104, -3.59372, -1.12173], [1.10047, 3.08308, -3.78536], [1.53915, 1.68735, -4.82824], [2.24989, 0.70907, -3.96118], [2.78846, 2.55701, -5.78491], [0.35121, 2.74276, -3.07346], [1.98436, 3.43442, -3.25243], [0.68275, 3.87809, -4.40282], [3.55668, 2.94803, -5.11743], [2.31689, 3.36622, -6.34216], [3.23105, 1.84552, -6.47834]],
  "mulliken_charge": [-1.441, 0.123, -1.859, -0.032, 0.243, 0.679, -0.707, 0.787, -0.718, 0.093, -0.459, -0.814, 0.416, -1.185, 0.361, -1.336, -0.243, 0.743, -0.653, 0.331, 0.392, 0.347, 0.330, 0.205, 0.528, 0.558, -0.074, 0.067, 0.196, 0.324, 0.088, 0.201, 0.169, 0.134, 0.501, 0.364, 0.348, 0.314, 0.443, 0.249, -0.966, 0.289, -0.410, -0.969, 0.314, 0.289, 0.405, 0.296, 0.398, 0.327, -0.851, 0.539, -0.608, -1.012, 0.075, 0.411, 0.414, 0.308, 0.365, 0.346, -0.629, 0.524, -0.640, -0.837, 0.211, 0.398, 0.099, 0.335, 0.214, 0.333, -0.840, 0.564, -0.594, -0.989, 0.185, 0.299, 0.393, 0.286, 0.377, 0.338]
}



2.
{
  "formula": "C22H45LaN2P3Se2",
  "method": "the ωB97M-V functional and the def2-TZVPD basis",
  "total_energy_ev": -185916.43577,
  "homo_energy_ev": -14.11,
  "total_charge": 3,
  "de_lowest_kj_mol": 143.8,
  "symbols": ["La", "P", "P", "P", "H", "C", "C", "H", "C", "C", "C", "C", "C", "C", "C", "C", "C", "H", "H", "H", "H", "H", "H", "H", "H", "H", "H", "H", "H", "H", "H", "H", "H", "H", "H", "H", "H", "H", "H", "H", "H", "H", "H", "H", "H", "H", "C", "C", "C", "C", "C", "C", "Se", "H", "H", "H", "H", "H", "H", "C", "N", "C", "C", "N", "C", "C", "Se", "H", "H", "H", "H", "H", "H", "H", "H"],
  "xyz": [[0.41843, 0.19830, 0.22059], [-1.36569, -0.69089, 2.05567], [1.40181, -2.16743, -0.63314], [-1.76323, -0.68792, -1.59342], [1.15821, 2.27264, -1.31545], [0.06097, 2.10966, -1.41442], [-0.78582, 2.35874, -0.38042], [-0.43512, 2.74631, 0.59862], [-0.68740, -0.09526, 3.63658], [-1.61652, -2.46061, 2.31570], [-2.98138, 0.11755, 1.94751], [2.38031, -1.86357, -2.11459], [2.55504, -2.60252, 0.69580], [0.38825, -3.61606, -0.89566], [-3.01082, 0.60430, -1.98723], [-2.83312, -2.12970, -1.19246], [-1.08514, -1.07378, -3.26433], [-0.25027, 1.65916, -2.38072], [-1.87131, 2.14350, -0.40434], [-0.45546, 0.99141, 3.59178], [0.24854, -0.63613, 3.88454], [-1.48777, -0.30472, 4.36759], [-0.63236, -2.94602, 2.48859], [-2.10525, -2.89490, 1.42038], [-2.26093, -2.49307, 3.21065], [-2.84008, 1.21368, 1.89359], [-3.46981, -0.18598, 2.88590], [-3.52644, -0.23574, 1.05367], [2.90714, -2.82508, -2.22619], [3.08070, -1.01722, -1.96319], [1.71705, -1.64507, -2.97536], [3.00738, -3.51260, 0.26462], [1.99242, -2.82259, 1.62782], [3.29111, -1.79318, 0.88101], [1.18037, -4.35790, -1.07473], [-0.27040, -3.47133, -1.76900], [-0.19740, -3.82195, 0.01986], [-3.67787, 0.15553, -2.74558], [-2.50627, 1.50585, -2.38031], [-3.56902, 0.86781, -1.06879], [-3.45280, -2.30188, -2.09245], [-3.46109, -1.88031, -0.31322], [-2.20771, -3.01405, -0.96319], [-1.96019, -1.21147, -3.92433], [-0.46459, -1.98839, -3.23439], [-0.46322, -0.22430, -3.61038], [2.71791, 2.35452, -5.47732], [2.02099, 3.22503, -4.61756], [1.71101, 4.51511, -5.01736], [2.08963, 4.98188, -6.28889], [2.78902, 4.11589, -7.15270], [3.09835, 2.82492, -6.75477], [3.16615, 0.56059, -4.99165], [2.54565, 0.66314, -3.61854], [1.72858, 2.86268, -3.62407], [1.16653, 5.18285, -4.33868], [1.84766, 5.99288, -6.60023], [3.08958, 4.46672, -8.14475], [3.64328, 2.15048, -7.42818], [1.03497, 3.37958, 3.30748], [1.68390, 2.22077, 3.87172], [1.76218, 1.97253, 5.25688], [2.44958, 0.79680, 5.40629], [2.79382, 0.32957, 4.11850], [3.53169, -0.85632, 3.82825], [2.30838, 1.20803, 3.16944], [2.73354, 1.14200, 1.34718], [1.10753, 3.37005, 2.21762], [1.51153, 4.29836, 3.68271], [-0.02779, 3.42006, 3.59626], [1.34167, 2.63291, 5.96432], [2.74193, 0.25466, 6.28246], [4.43916, -0.62884, 3.25682], [3.82589, -1.33106, 4.77842], [2.94440, -1.58849, 3.25155]],
  "mulliken_charge": [0.620, 0.727, 0.693, 0.435, 0.694, -0.742, -0.796, 0.435, -0.877, -1.217, -1.082, -1.231, -1.039, -1.284, -1.358, -1.251, -1.122, 0.380, 0.320, 0.078, 0.282, 0.582, 0.354, 0.274, 0.540, 0.340, 0.533, 0.217, 0.473, 0.444, 0.302, 0.540, 0.293, 0.379, 0.590, 0.358, 0.289, 0.511, 0.422, 0.321, 0.527, 0.409, 0.227, 0.526, 0.286, 0.286, 0.257, 0.525, -0.481, -0.542, -0.574, -0.464, 0.155, -0.178, -0.162, 0.330, 0.398, 0.381, 0.322, -0.818, 0.323, -0.497, -0.380, 0.278, -0.705, -0.414, -0.247, 0.169, 0.392, 0.361, 0.571, 0.485, 0.378, 0.319, 0.131]
}



3.
{
  "formula": "C22H46BrMgN2O5PTa",
  "method": "the ωB97M-V functional and the def2-TZVPD basis",
  "total_energy_ev": -123094.81297,
  "homo_energy_ev": -9.62,
  "total_charge": 1,
  "symbols": ["N", "C", "C", "O", "C", "Ta", "O", "C", "C", "C", "Br", "C", "C", "C", "C", "C", "C", "C", "C", "C", "C", "C", "C", "N", "C", "C", "C", "C", "P", "O", "O", "O", "H", "H", "H", "H", "H", "H", "H", "H", "H", "H", "H", "H", "H", "H", "H", "H", "H", "H", "H", "H", "H", "H", "H", "H", "H", "H", "H", "H", "H", "H", "H", "H", "H", "H", "H", "H", "H", "H", "H", "H", "H", "H", "H", "H", "H", "H", "Mg"],
  "xyz": [[-5.31450, -1.29434, -0.27239], [-4.11785, -0.86756, 0.43099], [-4.06947, -1.40311, 1.85316], [-5.19501, -0.95724, 2.54294], [-4.01927, -2.93046, 1.97255], [-2.40291, -4.17770, 0.83765], [-3.08981, -3.66029, -0.94410], [-1.46102, -5.05594, 2.75900], [-2.52434, -5.63570, 3.79371], [-2.26944, -5.22408, 5.26163], [-2.23881, -3.27274, 5.40414], [-0.76581, -2.49302, 0.88141], [0.10825, -2.54177, -0.38234], [-0.36520, -1.61549, -1.48779], [-0.38269, -0.12097, -1.10085], [0.63043, 0.66957, -1.96254], [0.17142, 2.12417, -2.25630], [1.23162, 3.11589, -1.76707], [1.27337, 4.42429, -2.56039], [1.91120, 5.53332, -1.71103], [3.25016, 6.07574, -2.21936], [4.23891, 5.02548, -2.70988], [5.19169, 4.48774, -1.66282], [6.20374, 5.41949, -1.21808], [6.27485, 6.74557, -1.30732], [7.36890, 7.18146, -0.74445], [8.04295, 6.03930, -0.27710], [7.31994, 5.00990, -0.59649], [-3.98685, -6.27129, 0.78118], [-4.32664, -6.51617, -0.60603], [-5.34917, -6.01172, 1.59143], [-3.33554, -7.55851, 1.47139], [-5.45674, -2.27946, -0.10750], [-5.14777, -1.13641, -1.25316], [-4.18268, 0.21658, 0.51386], [-3.20102, -1.04980, -0.12525], [-3.16089, -0.90100, 2.33190], [-5.06677, -0.04399, 2.81778], [-4.05712, -3.13572, 3.02960], [-4.96991, -3.25756, 1.56892], [-1.16605, -5.22959, -0.05397], [-2.46156, -3.87554, -1.64485], [-0.78813, -4.35673, 3.22906], [-0.84489, -5.89947, 2.48476], [-2.44849, -6.71189, 3.75435], [-3.55173, -5.39254, 3.55980], [-3.06107, -5.56992, 5.90394], [-1.33943, -5.63267, 5.61865], [-1.14996, -1.43725, 0.94094], [-0.08960, -2.66434, 1.76874], [0.15187, -3.54639, -0.77138], [1.11600, -2.25632, -0.11851], [0.27688, -1.79029, -2.33243], [-1.36065, -1.86116, -1.83376], [-1.35906, 0.30362, -1.27679], [-0.06679, 0.01572, -0.07356], [1.54327, 0.72810, -1.39017], [0.88090, 0.17552, -2.88927], [-0.08331, 2.25183, -3.29635], [-0.70286, 2.27545, -1.63970], [2.23824, 2.71020, -1.76757], [0.99460, 3.35050, -0.73898], [0.24919, 4.68580, -2.78777], [1.76921, 4.27459, -3.50814], [1.96758, 5.25208, -0.67109], [1.22211, 6.36748, -1.72923], [3.65478, 6.69218, -1.43787], [3.04989, 6.74124, -3.04797], [3.77758, 4.17948, -3.19735], [4.85944, 5.49653, -3.46023], [4.68288, 4.04114, -0.81584], [5.73091, 3.67161, -2.12627], [5.55936, 7.38493, -1.76921], [7.69196, 8.18826, -0.63750], [8.97077, 6.05303, 0.24464], [7.52368, 3.97937, -0.42606], [-5.99022, -5.63159, 0.98441], [-2.54116, -7.82579, 0.99794], [-1.66633, -1.79367, 3.38352]],
  "mulliken_charge": [-0.642, -0.492, 1.251, -0.500, -1.862, 1.105, -0.803, -1.023, -0.473, -0.740, -0.117, -0.655, -1.260, -0.703, -0.766, -0.646, -0.793, -0.675, -0.740, -1.214, -0.652, -0.753, -0.741, 0.284, -0.209, -0.727, -0.564, -0.573, 0.595, -0.684, -0.542, -0.508, 0.233, 0.312, 0.522, 0.015, -0.667, 0.447, 0.532, 0.682, -0.036, 0.270, 0.588, 0.446, 0.567, 0.098, 0.543, 0.438, 0.336, 0.536, 0.413, 0.389, 0.590, 0.180, 0.366, 0.262, 0.307, 0.487, 0.470, 0.411, 0.172, 0.266, 0.452, 0.473, 0.532, 0.391, 0.432, 0.337, 0.436, 0.439, 0.349, 0.453, 0.330, 0.481, 0.435, 0.386, 0.348, 0.376, 0.998]
}